# 1
This record from the Open Molecules 2025 dataset describes a structure of composition C23H25N12S2Zn. The level of theory is ωB97M-V/def2-TZVPD.

```
63
Properties=species:S:1:pos:R:3:lowdin_charge:R:1
Zn -0.7003 0.0657 0.0308 0.47
C -3.4603 3.3926 1.1972 -0.01
C -2.3462 2.5459 0.6735 -0.28
N -2.0779 1.3667 1.0927 -0.06
N -2.8546 0.7981 2.0257 0.00
C -2.3436 -0.2713 2.5839 -0.84
N -3.1479 -0.9579 3.4190 0.09
S -0.7431 -0.8897 2.3500 0.69
C -1.4703 3.0270 -0.4097 -0.23
C -1.2706 4.3820 -0.6526 0.01
C -0.3946 4.7644 -1.6541 -0.03
C 0.2261 3.7886 -2.4178 -0.04
C -0.0453 2.4626 -2.1330 -0.17
N -0.8574 2.0835 -1.1462 0.02
H -4.1038 2.7859 1.8280 0.07
H -4.0399 3.8080 0.3708 0.09
H -3.0775 4.2258 1.7902 0.09
H -4.0371 -0.5641 3.6797 0.11
H -2.7439 -1.6805 3.9858 0.08
H -1.7821 5.1236 -0.0553 0.12
H -0.1997 5.8123 -1.8390 0.12
H 0.9024 4.0452 -3.2205 0.11
H 0.3874 1.6690 -2.7284 0.11
N -3.7043 0.8061 -1.6472 0.20
C -3.6571 -0.3770 -1.0269 -0.43
N -4.8013 -0.9696 -0.7198 0.19
C -4.6920 -2.1958 -0.2132 -0.43
N -5.8085 -2.8143 0.1768 0.19
N -3.5326 -2.8754 -0.0846 0.19
C -2.4563 -2.1880 -0.3771 -0.30
N -2.4337 -0.9156 -0.7952 0.11
C -1.1464 -2.8782 -0.3216 -0.24
C -1.0773 -4.2502 -0.1422 0.01
C 0.1641 -4.8623 -0.2030 -0.03
C 1.2799 -4.0798 -0.4463 -0.03
C 1.1172 -2.7089 -0.5842 -0.13
N -0.0678 -2.1149 -0.5153 0.04
H -4.5956 1.2413 -1.8018 0.12
H -2.8420 1.2717 -1.8733 0.08
H -6.6913 -2.3523 0.0524 0.11
H -5.7592 -3.7524 0.5302 0.11
H -1.9876 -4.8028 0.0340 0.12
H 0.2576 -5.9316 -0.0705 0.12
H 2.2644 -4.5183 -0.5282 0.11
H 1.9694 -2.0630 -0.7507 0.07
N 2.0636 0.4915 2.2207 0.09
C 2.7158 0.4585 1.0474 -0.77
S 1.8515 0.5622 -0.4024 0.75
N 4.0552 0.3734 1.1380 0.07
C 5.0828 0.1603 0.1774 -0.23
C 5.0243 0.5684 -1.1499 -0.05
C 6.0976 0.3084 -1.9913 -0.07
C 7.2279 -0.3398 -1.5225 -0.08
C 7.2953 -0.7216 -0.1908 -0.07
C 6.2294 -0.4729 0.6543 -0.03
H 1.0576 0.3599 2.2291 -0.06
H 2.5526 0.3034 3.0818 0.12
H 4.4007 0.3037 2.0835 0.14
H 4.1620 1.0948 -1.5188 0.06
H 6.0491 0.6301 -3.0230 0.11
H 8.0588 -0.5402 -2.1854 0.11
H 8.1761 -1.2177 0.1936 0.11
H 6.2801 -0.7743 1.6952 0.11
```

Values from the calculation:
frontier orbital gap = 7.8 eV
LUMO level = -2.6 eV
HOMO = -10.454 eV
energy = -4124.250844 Ha
energy above the lowest of the compared OMol25 structures with the same formula, charge and spin = 7.29 kJ/mol
net charge = +1

=====

# 2
This record from the Open Molecules 2025 dataset describes a structure of composition C23H25N7O5STi. The level of theory is ωB97M-V/def2-TZVPD.

```
62
Properties=species:S:1:pos:R:3:lowdin_charge:R:1
Ti 1.0122 -0.2796 -0.3700 1.22
O -1.3532 2.8329 -1.2549 0.19
C -0.6117 2.0973 -0.6931 -0.49
O -0.0732 0.9704 -1.2317 -0.14
C -0.1207 2.2493 0.7224 -0.20
C -0.4090 3.2298 1.6489 0.06
C 0.1593 3.1037 2.9143 0.03
C 0.9938 2.0286 3.2271 0.07
C 1.2468 1.1121 2.2307 -0.13
N 0.6844 1.2464 1.0339 0.04
C 2.1013 -0.1319 2.2312 -0.48
O 2.4358 -0.7429 3.1961 0.19
O 2.3506 -0.5002 0.9532 -0.14
H -1.0598 4.0521 1.3872 0.14
H -0.0488 3.8516 3.6678 0.13
H 1.4400 1.9131 4.2049 0.14
C 5.9476 2.4829 -0.9649 -0.03
C 4.6801 2.7818 -0.4808 -0.04
C 3.6267 1.9278 -0.7467 -0.02
C 3.8443 0.7924 -1.5206 -0.24
C 5.1116 0.4887 -2.0145 0.01
C 6.1615 1.3376 -1.7254 -0.04
N 2.7280 -0.0378 -1.8013 0.01
N 2.7880 -0.7183 -2.8385 0.16
C 1.6588 -1.5267 -3.0703 -0.27
C 1.5707 -2.2106 -4.2625 0.05
C 0.4210 -2.9532 -4.5043 0.01
C -0.5814 -2.9725 -3.5488 0.00
C -0.4020 -2.2643 -2.3706 -0.07
N 0.7056 -1.5617 -2.1274 0.03
H 6.7750 3.1444 -0.7470 0.12
H 4.5173 3.6801 0.0983 0.12
H 2.6318 2.1687 -0.3918 0.10
H 5.2643 -0.4082 -2.5977 0.12
H 7.1526 1.1076 -2.0907 0.12
H 2.3812 -2.1420 -4.9738 0.14
H 0.3092 -3.5003 -5.4304 0.13
H -1.4953 -3.5267 -3.7060 0.13
H -1.1642 -2.2456 -1.6029 0.13
C -4.4128 1.5181 -0.6849 -0.08
N -5.0441 0.8244 0.4297 -0.03
C -4.3811 0.2660 1.4395 -0.80
S -2.6728 0.3001 1.5216 0.70
N -5.0959 -0.3235 2.4065 -0.05
C -6.5487 -0.3122 2.4810 -0.06
H -5.1984 1.9077 -1.3263 0.10
H -3.7858 0.8373 -1.2586 0.08
H -3.7970 2.3424 -0.3319 0.07
H -6.0507 0.8226 0.4597 0.13
H -4.5719 -0.5964 3.2197 0.12
H -6.9873 -0.8327 1.6280 0.10
H -6.9418 0.7061 2.5306 0.10
H -6.8514 -0.8361 3.3821 0.10
C 0.8170 -3.6527 1.3632 0.06
C -0.2271 -2.5975 1.2787 -0.44
N -1.3461 -2.6668 1.9315 0.25
O -0.0231 -1.5677 0.5369 -0.15
H 0.6056 -4.3709 2.1511 0.11
H 1.7816 -3.1776 1.5437 0.10
H 0.8669 -4.1769 0.4064 0.11
H -1.5332 -3.4451 2.5444 0.15
H -1.9823 -1.8457 1.8978 0.01
```

Values from the calculation:
frontier orbital gap = 6.1 eV
LUMO level = -7.5 eV
HOMO = -13.615 eV
energy = -2898.311883 Ha
energy above the lowest of the compared OMol25 structures with the same formula, charge and spin = 0.00 kJ/mol
net charge = +2

=====

# 3
This record from the Open Molecules 2025 dataset describes a structure of composition C23H25N7O6OsSSe4. The level of theory is ωB97M-V/def2-TZVPD.

```
67
Properties=species:S:1:pos:R:3:lowdin_charge:R:1
Os 1.1813 1.0331 -0.0768 0.82
N 1.6680 -5.5757 4.7085 0.10
C 2.1264 -4.5063 3.9638 -0.32
C 2.6625 -4.7085 2.6865 -0.03
C 3.0880 -3.6384 1.9254 -0.06
C 2.9768 -2.3486 2.4268 -0.29
C 2.4515 -2.1305 3.6928 -0.06
C 2.0283 -3.2009 4.4571 -0.03
S 3.4936 -0.9775 1.4536 0.58
O 3.5233 0.1769 2.3112 -0.39
O 4.6509 -1.3605 0.7017 -0.27
N 2.2315 -0.7163 0.4350 -0.27
C 2.1427 -1.3033 -0.7889 -0.49
N 2.5897 -2.4947 -1.1539 0.16
C 2.3595 -2.8234 -2.4235 -0.10
C 1.6932 -2.0074 -3.3298 -0.03
C 1.2454 -0.7795 -2.8671 -0.10
N 1.4618 -0.4437 -1.6049 -0.06
H 2.0108 -6.4865 4.4565 0.09
H 1.5713 -5.4336 5.6991 0.09
H 2.7491 -5.7161 2.2977 0.11
H 3.5074 -3.7920 0.9405 0.10
H 2.3880 -1.1197 4.0741 0.11
H 1.6232 -3.0316 5.4476 0.11
H 2.7265 -3.7960 -2.7332 0.11
H 1.5410 -2.3093 -4.3543 0.10
H 0.7401 -0.0443 -3.4788 0.11
Se 0.9471 1.9539 2.0240 0.30
Se 2.6213 3.4062 2.6246 0.12
Se 4.0521 3.4610 0.8528 0.08
Se 3.1517 2.0965 -0.7977 0.27
C -1.4100 -0.5494 -0.9538 -0.13
C -2.7852 -1.2083 -0.6949 -0.14
N -3.1325 -1.1383 0.7186 -0.15
C -3.2059 0.2720 1.0833 -0.14
C -1.8404 0.9631 0.8692 -0.19
N -0.8421 0.0086 0.3072 -0.26
C -0.7042 -1.1185 1.2707 -0.15
C -2.0832 -1.7869 1.5028 -0.14
H -1.4609 0.2615 -1.6824 0.12
H -0.7140 -1.2938 -1.3230 0.10
H -2.7644 -2.2560 -0.9995 0.12
H -3.5712 -0.7141 -1.2672 0.12
H -3.5124 0.3503 2.1272 0.12
H -3.9808 0.7453 0.4786 0.12
H -1.4533 1.3187 1.8218 0.03
H -1.8868 1.8194 0.1990 0.09
H -0.2865 -0.7190 2.1956 0.09
H 0.0289 -1.8145 0.8639 0.11
H -2.3608 -1.7325 2.5564 0.12
H -2.0498 -2.8424 1.2282 0.12
O 0.6122 2.1115 -3.0703 0.01
C -0.0111 2.7332 -2.2171 -0.62
O 0.0285 2.5444 -0.9457 -0.26
C -1.0123 3.7815 -2.6308 -0.11
C -0.6616 4.7953 -3.5119 0.00
C -1.5956 5.7467 -3.8972 -0.05
C -2.8991 5.6815 -3.4309 0.00
C -3.2299 4.6516 -2.5670 -0.13
C -2.3097 3.7090 -2.1489 0.06
N -4.6087 4.5541 -2.0636 -0.35
O -5.4182 5.3630 -2.4686 0.08
O -4.8594 3.6706 -1.2651 0.07
H 0.3493 4.8320 -3.8968 0.13
H -1.3093 6.5416 -4.5724 0.11
H -3.6491 6.4002 -3.7238 0.12
H -2.6143 2.9353 -1.4618 0.11
```

Values from the calculation:
frontier orbital gap (spin up / spin down) = 5.3 / 5.3 eV
LUMO level (spin up / spin down) = -2.1 / -2.1 eV
HOMO (spin up / spin down) = -7.327 / -7.325 eV
energy = -11820.764271 Ha
energy above the lowest of the compared OMol25 structures with the same formula, charge and spin = 0.00 kJ/mol
net charge = 0

=====

# 4
This record from the Open Molecules 2025 dataset describes a structure of composition C23H26BrCoN2O3. The level of theory is ωB97M-V/def2-TZVPD.

```
56
Properties=species:S:1:pos:R:3:lowdin_charge:R:1
Co -0.2003 0.2544 -0.2814 0.37
C 1.5622 2.7035 0.9882 -0.04
O 0.2599 2.1540 0.8157 -0.26
C -0.5148 2.0797 2.0080 -0.15
C -0.1595 0.8153 2.7510 -0.13
O -0.2728 -0.2774 1.8238 -0.19
C 0.6940 -1.3068 2.0583 -0.16
C 2.0337 -0.9211 1.4562 -0.16
O 1.7811 -0.3317 0.1901 -0.30
C 2.9474 -0.1854 -0.6214 -0.03
H 1.4903 3.7476 1.2999 0.11
H 2.0629 2.6429 0.0256 0.09
H 2.1403 2.1441 1.7284 0.09
H -1.5577 2.0526 1.6928 0.12
H -0.3598 2.9626 2.6332 0.14
H -0.8332 0.6486 3.5942 0.15
H 0.8629 0.8650 3.1323 0.13
H 0.3029 -2.2031 1.5850 0.09
H 0.7887 -1.5039 3.1280 0.14
H 2.6525 -1.8169 1.3443 0.14
H 2.5865 -0.2118 2.0831 0.13
H 3.3661 -1.1668 -0.8534 0.11
H 3.6955 0.4164 -0.0988 0.10
H 2.6412 0.3105 -1.5370 0.09
Br -0.4401 -2.2359 -1.0973 0.99
C -0.1870 -1.6669 -2.9056 -0.53
C -0.2564 -2.6086 -3.8835 -0.12
C -0.0470 -2.2063 -5.2211 -0.07
C 0.2243 -0.9020 -5.5062 -0.02
C 0.2973 0.0767 -4.4830 -0.16
C 0.5912 1.4280 -4.7877 -0.03
C 0.6656 2.3530 -3.7919 -0.06
C 0.4364 1.9737 -2.4482 -0.10
C 0.1427 0.6832 -2.0822 -0.17
C 0.0805 -0.2924 -3.1278 -0.20
H -0.4609 -3.6430 -3.6457 0.10
H -0.0974 -2.9450 -6.0092 0.11
H 0.3928 -0.5914 -6.5299 0.12
H 0.7548 1.7069 -5.8212 0.12
H 0.8894 3.3866 -4.0243 0.11
H 0.4790 2.7488 -1.6916 0.08
N -4.1614 0.4373 -1.4123 0.15
C -3.0718 -0.1048 -0.8424 -0.14
N -2.1463 0.7828 -0.5586 0.07
C -2.6723 2.0117 -0.9840 -0.19
C -2.1522 3.3057 -0.9310 -0.02
C -2.9299 4.3306 -1.4267 -0.06
C -4.2042 4.0960 -1.9682 -0.07
C -4.7350 2.8256 -2.0238 0.00
C -3.9419 1.8005 -1.5199 -0.18
H -4.9812 -0.0690 -1.6998 0.17
H -2.9960 -1.1587 -0.6350 0.10
H -1.1695 3.4953 -0.5281 0.09
H -2.5508 5.3433 -1.4017 0.11
H -4.7799 4.9292 -2.3473 0.11
H -5.7174 2.6385 -2.4355 0.12
```

Values from the calculation:
frontier orbital gap (spin up / spin down) = 8.5 / 8.4 eV
LUMO level (spin up / spin down) = -1.9 / -1.9 eV
HOMO (spin up / spin down) = -10.368 / -10.324 eV
energy = -5183.835117 Ha
energy above the lowest of the compared OMol25 structures with the same formula, charge and spin = 3.16 kJ/mol
net charge = +1
expectation value of S² = 0.769
2S+1 = 2

=====

Number 1 is which compound? C23H25N12S2Zn

=====

Among the records above, which one has the highest net charge? C23H25N7O5STi